Version A
The following is a DFT calculation (ωB97M-V/def2-TZVPD) of a 2-piece molecular cluster, CH6OS overall.

* highest occupied orbital energy: -6.9 eV

Geometry as ORCA input:
```
! RIJCOSX wB97M-V def2-TZVPD def2/J DEFGRID3
* xyz 0 1
O -0.98 -1.88 -0.98
H -0.54 -1.14 -0.36
H -0.08 -2.42 -1.56
H -1.61 -1.16 -1.40
C 1.15 0.20 1.03
S -0.07 1.16 0.08
H 2.17 0.48 0.72
H 1.10 0.40 2.08
H 1.01 -0.88 0.88
*
```

Version B
The following is a DFT calculation (ωB97M-V/def2-TZVPD) of a 2-piece molecular cluster, CH6OS overall.

* SMILES string: CS.O
* highest occupied orbital energy: -9.3 eV

Geometry as ORCA input:
```
! RIJCOSX wB97M-V def2-TZVPD def2/J DEFGRID3
* xyz 0 1
C 1.48 -0.26 -1.10
S 0.15 -1.02 -0.06
H 2.40 -0.37 -0.53
H 1.22 0.77 -1.22
H 1.56 -0.71 -2.07
H -0.22 -1.95 -0.94
H -0.85 1.69 0.91
H -2.09 2.42 0.49
O -1.69 2.01 1.26
*
```

Version C
The following is a DFT calculation (ωB97M-V/def2-TZVPD) of a 3-piece molecular cluster, CH6OS overall.

* highest occupied orbital energy: -9.5 eV

Geometry as ORCA input:
```
! RIJCOSX wB97M-V def2-TZVPD def2/J DEFGRID3
* xyz 0 1
C -0.17 0.02 -1.23
S 0.82 -1.17 -0.34
H -0.65 0.79 -0.61
H -0.98 -0.51 -1.73
H 0.39 0.49 -2.03
H -0.69 -1.63 0.65
H 0.80 0.84 2.40
H 0.35 0.18 1.17
O 0.14 0.99 1.70
*
```

Best to worst by energy: version B, version C, version A.

Version A
The following is a DFT calculation (ωB97M-V/def2-TZVPD) of a 2-piece molecular cluster, C4H10NOS overall.

* highest occupied orbital energy: -13.6 eV

Geometry as ORCA input:
```
! RIJCOSX wB97M-V def2-TZVPD def2/J DEFGRID3
* xyz 1 1
C -1.00 -0.63 1.43
C -0.97 -1.24 -1.05
C 2.27 1.28 0.40
C -1.16 -0.22 0.03
N 1.30 0.40 -0.27
O 1.74 -0.17 -1.23
S -1.86 1.26 -0.34
H -0.80 -1.70 1.38
H -0.23 0.06 1.96
H -1.93 -0.49 1.95
H -1.77 -1.34 -1.73
H -0.71 -2.23 -0.74
H -0.23 -1.04 -1.77
H 2.35 1.45 1.49
H 2.04 2.33 0.01
H 3.22 1.00 0.14
H -2.27 1.27 -1.68
*
```

Version B
The following is a DFT calculation (ωB97M-V/def2-TZVPD) of a 2-piece molecular cluster, C4H10NOS overall.

* highest occupied orbital energy: -14.3 eV

Geometry as ORCA input:
```
! RIJCOSX wB97M-V def2-TZVPD def2/J DEFGRID3
* xyz 1 1
C -1.47 1.21 -0.34
C -0.09 0.97 -1.02
C -1.40 0.26 0.89
C 0.75 0.40 -0.01
N 0.10 -0.07 1.05
O 1.34 -2.27 -0.51
S 2.44 0.40 -0.03
H -1.51 2.29 -0.05
H -2.28 0.98 -0.97
H 0.00 0.32 -1.84
H 0.62 1.79 -1.39
H -1.88 0.78 1.78
H -2.01 -0.74 0.66
H 0.38 -0.66 1.76
H 0.91 -2.77 0.10
H 1.54 -2.78 -1.31
H 2.55 -0.11 1.22
*
```

Best to worst by energy: version B, version A.

Version A
The following is a DFT calculation (ωB97M-V/def2-TZVPD) of a 2-piece molecular cluster, C3H7N2OS overall.

* highest occupied orbital energy: -14.4 eV

Geometry as ORCA input:
```
! RIJCOSX wB97M-V def2-TZVPD def2/J DEFGRID3
* xyz 1 1
C -1.17 -0.52 1.34
C 0.13 -1.22 1.41
C 0.04 1.07 0.44
N -1.19 0.65 0.84
N 0.18 2.26 -0.10
O 0.26 -0.51 -2.08
S 1.32 -0.04 0.71
H -2.09 -0.97 1.70
H 0.41 -1.49 2.43
H 0.13 -2.14 0.81
H -0.60 -0.43 -2.51
H 1.07 2.59 -0.43
H -0.64 2.84 -0.23
H 0.85 -0.89 -2.73
*
```

Version B
The following is a DFT calculation (ωB97M-V/def2-TZVPD) of a 2-piece molecular cluster, C3H7N2OS overall.

* highest occupied orbital energy: -13.5 eV

Geometry as ORCA input:
```
! RIJCOSX wB97M-V def2-TZVPD def2/J DEFGRID3
* xyz 1 1
C 2.83 0.07 -0.57
C -1.96 0.44 0.19
C 1.72 0.54 -0.02
N -0.93 -0.15 0.01
N -3.15 0.76 -0.19
O 1.32 1.64 0.64
S 0.48 -0.84 0.37
H 2.88 -0.93 -1.13
H 3.71 0.70 -0.59
H -1.01 -3.37 0.47
H -3.49 1.63 0.21
H -3.62 0.33 -1.02
H 2.14 2.13 0.61
H -0.91 -2.93 1.01
*
```

Best to worst by energy: version A, version B.

Version A
The following is a DFT calculation (ωB97M-V/def2-TZVPD) of H15O7S as an isolated structure.

* highest occupied orbital energy: -4.8 eV

Geometry as ORCA input:
```
! RIJCOSX wB97M-V def2-TZVPD def2/J DEFGRID3
* xyz -1 1
S -3.19 -1.20 3.39
H -2.50 1.68 1.55
H 0.69 2.72 1.37
H 1.01 1.29 0.64
O 0.49 2.26 0.57
H 2.58 -0.16 -0.54
H 2.37 -0.26 1.47
O 1.96 0.13 0.55
H -0.33 -1.54 -1.76
H 3.98 -0.59 -1.52
O 3.12 -0.20 -1.57
H -2.38 0.11 -0.90
H 1.23 -1.16 -1.93
O 0.51 -1.65 -2.17
H -3.16 1.68 2.08
H -1.65 -0.66 0.25
O -1.53 -0.14 -0.53
H -1.44 -2.59 1.18
H -1.51 -1.58 2.19
O -0.94 -1.81 1.40
H -0.22 0.67 -1.66
H 0.64 1.84 -1.72
O 0.27 1.16 -2.34
*
```

Version B
The following is a DFT calculation (ωB97M-V/def2-TZVPD) of a 8-piece molecular cluster, H15O7S overall.

* highest occupied orbital energy: -4.1 eV

Geometry as ORCA input:
```
! RIJCOSX wB97M-V def2-TZVPD def2/J DEFGRID3
* xyz -1 1
S 1.86 1.24 -0.81
H 2.60 0.29 -0.23
H 0.05 3.43 1.88
H 1.23 2.86 1.19
O 1.01 3.37 2.00
H 1.84 1.59 2.31
H 2.38 0.38 1.79
O 1.96 0.67 2.61
H 0.38 -0.57 1.78
H -0.36 -1.67 1.03
O -0.38 -1.17 1.87
H -1.58 -2.19 -0.80
H -0.11 -2.07 -1.20
O -0.68 -2.49 -0.55
H -3.03 -0.81 -0.15
H -3.06 -0.50 -1.68
O -3.09 -1.23 -1.05
H 0.02 -1.05 -3.76
H 1.18 -1.45 -4.73
O 0.24 -1.55 -4.55
H -2.40 0.91 1.06
H -1.77 -0.39 1.52
O -2.65 0.01 1.30
*
```

Best to worst by energy: version B, version A.

Version A
The following is a DFT calculation (ωB97M-V/def2-TZVPD) of an isolated ion of composition C2HO3S and charge -1.

* highest occupied orbital energy: -3.6 eV

Geometry as ORCA input:
```
! RIJCOSX wB97M-V def2-TZVPD def2/J DEFGRID3
* xyz -1 1
C -1.98 0.07 0.39
C -0.88 -0.72 0.19
O 0.09 -1.09 -0.47
O 1.19 1.35 0.30
O 2.70 -0.35 -0.73
S 1.51 0.43 -0.83
H -2.63 0.32 1.15
*
```

Version B
The following is a DFT calculation (ωB97M-V/def2-TZVPD) of an isolated ion of composition C2HO3S and charge -1.

* SMILES string: C#CS(=O)(=O)[O-]
* highest occupied orbital energy: -5.2 eV

Geometry as ORCA input:
```
! RIJCOSX wB97M-V def2-TZVPD def2/J DEFGRID3
* xyz -1 1
C -0.12 1.49 1.15
C 0.07 0.45 0.55
O -0.81 -1.83 -0.15
O 1.54 -1.37 -0.66
O -0.38 -0.21 -1.89
S 0.15 -0.90 -0.66
H -0.45 2.37 1.67
*
```

Best to worst by energy: version B, version A.

Version A
The following is a DFT calculation (ωB97M-V/def2-TZVPD) of C2H5ClN2 as an isolated structure.

* highest occupied orbital energy: -9.3 eV

Geometry as ORCA input:
```
! RIJCOSX wB97M-V def2-TZVPD def2/J DEFGRID3
* xyz 0 1
C -0.84 -0.69 -0.69
C 0.81 1.32 0.65
N -0.99 -1.91 -0.44
N 0.87 -0.05 0.07
Cl -1.93 -3.01 -1.38
H -1.35 0.11 -1.26
H 0.48 1.34 1.68
H 1.76 1.87 0.61
H 0.28 1.93 0.00
H 0.92 -0.91 0.76
*
```

Version B
The following is a DFT calculation (ωB97M-V/def2-TZVPD) of a 2-piece molecular cluster, C2H5ClN2 overall.

* highest occupied orbital energy (spin up / spin down): -8.5 / -9.7 eV

Geometry as ORCA input:
```
! RIJCOSX wB97M-V def2-TZVPD def2/J DEFGRID3
* xyz 0 1
C -1.78 -0.75 1.21
C 0.60 0.06 -0.86
N -2.27 0.11 0.51
N 0.51 -0.45 0.48
Cl -4.05 0.26 0.29
H -1.95 -1.54 1.82
H -0.50 0.38 -1.08
H 1.17 0.90 -1.13
H 0.86 -0.77 -1.67
H 0.75 0.36 1.03
*
```

Best to worst by energy: version A, version B.